1.
{"formula": "C2H4OS2", "method": "ωB97M-V/def2-TZVPD", "elements": ["C", "C", "O", "S", "S", "H", "H", "H", "H"], "coordinates": [[1.028, 0.997, 0.494], [-0.576, -0.960, 0.626], [0.107, 0.035, 0.129], [1.503, 2.102, -0.788], [-1.318, -2.149, -0.436], [0.702, 1.447, 1.499], [-0.742, -1.313, 1.714], [2.622, 1.393, -0.893], [-0.810, -1.254, -1.383]], "mulliken_charge": [-0.32, 0.05, -0.18, -0.19, -0.19, 0.24, 0.29, 0.13, 0.16], "de_lowest_kcal_mol": 99.46, "orbital_gap_ev": [8.5, 7.1], "e_homo_ev": [-7.92, -7.07], "charge": 0}

=====

2.
{"formula": "C6H10NO", "method": "ωB97M-V/def2-TZVPD", "elements": ["C", "C", "C", "C", "C", "C", "N", "O", "H", "H", "H", "H", "H", "H", "H", "H", "H", "H"], "coordinates": [[-1.107, 0.246, 0.285], [2.274, 0.648, 0.538], [-2.381, -0.079, 0.299], [3.205, -0.344, 0.023], [-2.824, -1.311, -0.474], [1.134, 1.194, -0.351], [0.043, 0.560, 0.185], [-3.345, 0.652, 0.917], [2.819, -0.689, -0.924], [3.622, -1.202, 0.504], [4.127, 0.068, -0.160], [-2.023, -1.801, -1.091], [-3.632, -1.021, -1.135], [-3.268, -1.996, 0.223], [0.874, 2.271, -0.312], [2.129, 0.644, 1.612], [1.284, 0.792, -1.452], [-2.931, 1.368, 1.313]], "mulliken_charge": [0.58, -0.19, 0.21, -1.05, -1.18, -0.48, 0.05, -0.38, 0.26, 0.38, 0.37, 0.34, 0.35, 0.33, 0.34, 0.37, 0.38, 0.31], "de_lowest_kcal_mol": 103.72, "orbital_gap_ev": [5.7, 9.3], "e_homo_ev": [-12.08, -13.46], "charge": 1}

=====

3.
{"formula": "C4H14N2O", "method": "ωB97M-V/def2-TZVPD", "elements": ["C", "N", "C", "C", "C", "N", "H", "H", "H", "H", "H", "H", "H", "H", "H", "H", "H", "H", "H", "H", "O"], "coordinates": [[-0.179, 1.586, -0.927], [-0.838, 1.039, -2.230], [0.562, 0.546, -0.167], [1.039, 0.740, 1.406], [-0.244, 0.251, 2.198], [0.072, -0.231, 3.554], [-1.035, 2.144, -0.387], [0.620, 2.156, -1.456], [-0.193, 0.423, -2.748], [-1.757, 0.530, -1.951], [1.412, 0.164, -0.720], [-0.157, -0.254, -0.036], [1.060, 1.808, 1.517], [1.828, 0.066, 1.640], [-1.063, 1.173, 2.301], [-0.798, -0.596, 1.672], [0.323, 0.602, 4.174], [0.918, -0.765, 3.489], [0.461, -2.832, -3.117], [-0.337, -3.987, -2.925], [-0.373, -3.128, -3.223]], "mulliken_spin": [0.01, 0.80, 0.06, 0.05, 0.01, 0.07, 0.00, 0.02, -0.01, -0.01, 0.01, 0.00, 0.00, 0.00, 0.00, 0.00, 0.00, 0.00, 0.00, 0.00, 0.00], "multiplicity": 2, "de_lowest_kcal_mol": 71.51, "orbital_gap_ev": [9.8, 3.7], "e_homo_ev": [-13.16, -12.71], "charge": 1}

=====

4.
{"formula": "C29H80BN22O21", "method": "ωB97M-V/def2-TZVPD", "elements": ["O", "C", "O", "B", "O", "C", "O", "O", "C", "O", "C", "O", "O", "C", "C", "C", "O", "C", "N", "H", "H", "H", "H", "H", "H", "H", "H", "H", "H", "H", "C", "C", "C", "O", "C", "N", "H", "H", "H", "H", "H", "H", "H", "H", "H", "H", "H", "C", "C", "C", "O", "C", "N", "H", "H", "H", "H", "H", "H", "H", "H", "H", "H", "H", "C", "C", "C", "O", "C", "N", "H", "H", "H", "H", "H", "H", "H", "H", "H", "H", "H", "C", "O", "N", "N", "H", "H", "H", "H", "C", "O", "N", "N", "H", "H", "H", "H", "C", "O", "N", "N", "H", "H", "H", "H", "C", "O", "N", "N", "H", "H", "H", "H", "C", "O", "N", "N", "H", "H", "H", "H", "C", "O", "N", "N", "H", "H", "H", "H", "C", "O", "N", "N", "H", "H", "H", "H", "C", "O", "N", "N", "H", "H", "H", "H", "C", "O", "N", "N", "H", "H", "H", "H"], "coordinates": [[14.572, -1.383, -25.159], [14.157, -0.244, -25.119], [13.255, 0.369, -25.839], [13.229, 1.836, -25.440], [14.247, 1.984, -24.393], [14.766, 0.768, -24.135], [15.684, 0.502, -23.358], [11.881, 2.132, -25.015], [11.341, 2.899, -25.813], [10.180, 3.239, -25.906], [12.363, 3.420, -26.824], [13.484, 2.752, -26.610], [12.156, 4.119, -27.808], [7.066, 2.687, -27.446], [5.811, 1.822, -27.788], [5.669, 1.310, -29.274], [6.090, 2.291, -30.286], [5.525, 1.868, -31.523], [5.851, 0.782, -26.810], [7.961, 2.071, -27.349], [6.875, 3.308, -26.571], [7.290, 3.365, -28.269], [4.896, 2.389, -27.623], [4.648, 0.996, -29.492], [6.299, 0.422, -29.325], [5.678, 0.848, -31.876], [5.894, 2.518, -32.317], [4.443, 1.897, -31.646], [5.230, 0.056, -27.136], [6.734, 0.293, -26.805], [12.742, -2.186, -28.410], [12.660, -0.815, -29.010], [11.432, -0.037, -28.617], [11.391, 1.128, -29.518], [10.240, 1.899, -29.454], [13.830, -0.049, -28.601], [13.662, -2.723, -28.642], [11.951, -2.825, -28.802], [12.668, -2.231, -27.324], [12.557, -0.909, -30.091], [11.515, 0.239, -27.566], [10.546, -0.602, -28.904], [9.479, 1.272, -29.920], [10.285, 2.802, -30.062], [9.988, 2.014, -28.399], [13.969, -0.192, -27.611], [13.563, 0.913, -28.755], [8.570, 4.333, -19.826], [8.918, 2.900, -20.383], [8.975, 2.883, -21.928], [7.644, 3.235, -22.342], [7.234, 2.740, -23.623], [10.206, 2.490, -19.821], [9.175, 5.080, -20.341], [8.806, 4.455, -18.769], [7.532, 4.579, -20.050], [8.060, 2.289, -20.104], [9.235, 1.883, -22.273], [9.737, 3.583, -22.273], [7.899, 3.128, -24.395], [6.208, 3.004, -23.877], [7.358, 1.660, -23.695], [11.047, 3.007, -20.036], [10.211, 2.595, -18.816], [18.308, -0.423, -26.957], [18.764, -0.149, -25.496], [18.312, 1.251, -25.130], [19.195, 2.093, -25.837], [18.628, 3.408, -25.921], [18.309, -1.196, -24.613], [17.345, -0.057, -27.314], [18.305, -1.506, -27.078], [19.106, -0.101, -27.625], [19.845, -0.177, -25.633], [18.280, 1.417, -24.053], [17.254, 1.359, -25.366], [19.130, 3.955, -26.719], [18.886, 3.881, -24.973], [17.551, 3.431, -26.089], [17.838, -1.958, -25.080], [17.644, -0.872, -23.926], [17.024, 4.324, -22.465], [16.258, 5.111, -22.986], [16.753, 3.056, -22.246], [18.204, 4.792, -22.089], [17.221, 2.433, -21.603], [15.860, 2.636, -22.461], [18.563, 5.688, -22.385], [18.764, 4.167, -21.527], [13.549, 3.848, -20.860], [13.193, 3.038, -20.033], [13.167, 3.977, -22.069], [14.471, 4.742, -20.692], [12.538, 3.352, -22.555], [13.596, 4.748, -22.559], [15.029, 4.756, -19.850], [14.829, 5.218, -21.507], [8.810, -0.861, -24.828], [7.774, -0.859, -25.493], [9.884, -0.081, -24.896], [9.043, -1.678, -23.864], [9.744, 0.748, -25.456], [10.620, -0.162, -24.209], [8.446, -2.460, -23.635], [9.940, -1.757, -23.406], [16.844, -3.662, -26.754], [17.491, -3.683, -27.779], [15.568, -3.607, -26.754], [17.273, -3.918, -25.504], [15.132, -3.820, -27.640], [15.015, -3.654, -25.910], [16.551, -3.990, -24.802], [18.145, -4.381, -25.291], [15.925, 2.849, -29.124], [16.898, 2.971, -29.822], [15.900, 2.794, -27.878], [14.666, 2.854, -29.524], [15.060, 2.823, -27.318], [16.778, 2.683, -27.390], [14.493, 2.854, -30.519], [13.954, 2.592, -28.856], [11.786, -0.193, -21.999], [11.841, -1.094, -22.796], [12.819, 0.424, -21.527], [10.708, 0.187, -21.387], [12.814, 1.052, -20.735], [13.674, 0.235, -22.031], [9.837, -0.272, -21.614], [10.625, 0.943, -20.722], [14.887, -3.666, -22.587], [15.385, -4.203, -23.538], [14.457, -4.331, -21.433], [14.791, -2.337, -22.493], [14.261, -3.802, -20.595], [14.705, -5.309, -21.390], [14.275, -1.970, -21.707], [15.232, -1.960, -23.320], [9.114, 6.715, -26.906], [8.180, 6.552, -26.178], [10.024, 5.849, -27.088], [9.302, 7.689, -27.681], [10.616, 5.896, -27.905], [9.850, 4.985, -26.595], [9.824, 7.524, -28.530], [8.606, 8.409, -27.549], [11.971, 6.359, -30.466], [11.308, 6.934, -29.642], [12.185, 6.693, -31.718], [12.482, 5.148, -30.271], [11.693, 7.445, -32.181], [12.594, 5.921, -32.225], [12.780, 4.675, -31.112], [12.259, 4.661, -29.414]], "mulliken_spin": [0.16, 0.10, 0.02, -0.05, -0.01, 0.61, 0.19, -0.02, 0.01, 0.00, -0.02, -0.02, 0.00, 0.00, 0.00, 0.00, 0.00, 0.00, 0.00, 0.00, 0.00, 0.00, 0.00, 0.00, 0.00, 0.00, 0.00, 0.00, 0.00, 0.00, 0.00, 0.00, -0.01, 0.00, 0.00, 0.00, 0.00, 0.00, 0.00, 0.00, 0.01, 0.00, 0.00, 0.00, 0.00, 0.00, 0.00, 0.00, 0.00, 0.00, 0.00, 0.00, 0.00, 0.00, 0.00, 0.00, 0.00, 0.00, 0.00, 0.00, 0.00, 0.00, 0.00, 0.00, -0.01, 0.00, -0.03, 0.00, 0.00, 0.00, 0.01, 0.00, 0.00, 0.00, 0.00, 0.06, 0.00, 0.00, 0.00, 0.00, 0.00, 0.00, 0.00, 0.00, 0.00, 0.00, -0.01, 0.00, 0.00, 0.00, 0.00, 0.00, 0.00, -0.01, 0.00, 0.00, 0.00, 0.00, 0.00, 0.00, 0.00, 0.00, 0.00, 0.00, 0.00, 0.00, 0.00, 0.00, 0.00, 0.00, 0.00, 0.00, 0.00, 0.00, 0.00, 0.00, 0.00, 0.01, 0.00, 0.00, 0.00, -0.02, 0.01, 0.02, 0.00, 0.00, -0.02, 0.00, 0.00, 0.01, 0.00, 0.00, 0.01, 0.00, 0.00, 0.00, -0.01, 0.00, 0.00, 0.00, 0.00, 0.00, 0.00, 0.00, 0.00, 0.00, 0.00, 0.00, 0.00, 0.00, 0.00, 0.00, 0.00], "multiplicity": 2, "orbital_gap_ev": [3.6, 7.5], "e_homo_ev": [0.13, -3.76], "charge": -2}

=====

Electronic energy in eV, matching the order above: -25852.1826 -9909.8957 -9391.4686 -107837.2608